Here is the ion C4H8NO2 with charge -1 from OMol25. Energies are from ωB97M-V with the def2-TZVPD basis set.

Structure (ORCA input):
```
! wB97M-V def2-TZVPD RIJCOSX def2/J DEFGRID3
* xyz -1 1
C -1.06396 1.34861 0.22584
C -0.42724 0.73189 1.41116
O -0.63330 1.05018 2.56570
N 0.47443 -0.31452 1.13501
C 1.03839 -0.67586 -0.16867
C 0.09566 -1.15261 -1.29759
O -0.36409 -0.21019 -2.18907
H -0.22039 1.76167 -0.34978
H -1.50861 0.75770 -0.57583
H -1.63607 2.18937 0.62001
H 1.04352 -0.52213 1.93898
H 1.74295 -1.50165 -0.01753
H 1.65003 0.14715 -0.55635
H -0.80813 -1.65992 -0.87413
H 0.61683 -1.94968 -1.86775
*
```

Properties
* M: 102.113 g mol⁻¹
* HOMO level: -2.5 eV
* structure (SMILES): CC(=O)NCC[O-]
* energy: -9862.7133 eV
* gap between HOMO and LUMO: 6.479 eV